Computed, not measured: a molecular structure, C22H35NO4OsP2 in a non-equilibrium geometry, with wB97M-V/def2-TZVPD.

Structure (XYZ):
```
65
Properties=species:S:1:pos:R:3:forces:R:3:lowdin_charge:R:1
Os 0.1689 -0.0787 0.2267 0.89 -1.00 3.85 1.09
P 2.1392 -0.4051 -0.8971 1.15 0.17 -0.63 0.70
P -2.2304 0.3644 1.0800 -1.01 0.54 0.15 0.80
N -0.6858 0.1610 -1.2938 -2.16 1.25 -5.19 -0.27
H 0.3993 -1.6857 0.2308 -0.64 0.42 0.50 0.00
C 2.7984 -2.0966 -1.0039 -0.12 0.02 -0.18 -0.24
H 3.7807 -2.0559 -1.4840 -0.11 -0.09 0.01 0.05
H 2.1141 -2.6979 -1.6103 0.13 -0.04 0.14 0.05
H 2.8961 -2.5270 -0.0041 -0.07 0.05 -0.24 0.02
C 3.5628 0.5191 -0.2235 -0.07 0.00 0.16 -0.22
H 4.4592 0.2418 -0.7848 -0.10 0.06 -0.06 0.06
H 3.7117 0.2867 0.8370 -0.05 0.14 -0.28 0.04
H 3.3611 1.5891 -0.3450 0.10 -0.19 0.15 0.06
C 2.2152 0.1780 -2.6226 0.00 -0.20 -0.13 -0.25
H 3.2415 0.0415 -2.9850 -0.20 -0.01 0.02 0.05
H 1.9722 1.2460 -2.6674 -0.09 -0.26 0.01 0.05
H 1.5309 -0.3952 -3.2571 0.07 0.22 0.05 0.04
C -3.4583 -0.8877 1.5902 0.61 -0.39 0.42 -0.22
H -4.3600 -0.3475 1.9211 0.24 -0.28 -0.31 0.06
H -3.0469 -1.4469 2.4372 -0.09 -0.04 -0.14 0.03
H -3.6523 -1.5994 0.7703 -0.06 0.41 0.31 0.06
C -2.4535 1.7528 2.2692 0.57 -0.36 0.53 -0.23
H -3.5218 1.9530 2.4388 0.30 -0.08 -0.29 0.06
H -1.9708 2.6106 1.7890 -0.16 0.08 0.25 0.06
H -1.9658 1.5435 3.2227 -0.22 0.22 -0.34 0.02
C -3.2970 1.2534 -0.1227 0.15 -0.32 -0.46 -0.29
H -4.2295 1.5057 0.3988 0.21 -0.08 -0.26 0.05
H -3.5138 0.6481 -1.0019 -0.05 0.16 -0.13 0.04
H -2.7855 2.1771 -0.4038 -0.15 -0.08 -0.20 0.04
C -1.1444 0.2713 -2.5350 -0.03 -0.08 0.23 -0.42
C -2.0469 -0.7363 -4.5644 0.14 -0.35 0.24 -0.09
C -1.5308 -0.8889 -3.2935 0.14 0.23 0.55 -0.03
C -1.2697 1.5655 -3.1519 0.02 -0.37 0.51 -0.03
C -1.7926 1.6688 -4.4245 0.23 0.42 0.33 -0.09
C -2.1840 0.5319 -5.1357 -0.01 -0.03 -0.05 -0.08
H -2.3433 -1.6273 -5.1106 0.00 0.18 -0.04 0.11
H -1.4056 -1.8530 -2.7820 -0.17 0.35 -0.46 0.12
H -0.9453 2.4150 -2.5338 -0.25 -0.26 -0.54 0.11
H -1.8897 2.6619 -4.8584 -0.03 -0.24 -0.06 0.11
H -2.5891 0.6339 -6.1358 0.02 -0.01 0.09 0.10
C 2.0520 -0.1409 2.4565 1.36 -1.19 2.38 -0.60
O 1.4641 0.5572 1.5582 -0.98 1.73 -1.94 -0.37
C 2.3258 -1.5881 2.3634 0.04 -0.48 0.28 -0.09
H 2.2951 -1.9777 3.3885 0.03 -0.14 -0.12 0.09
H 3.3499 -1.8050 2.0066 -0.18 -0.22 -0.19 0.07
H 1.5640 -2.1597 1.7961 0.42 0.34 0.14 0.05
C 2.3757 0.4959 3.7522 0.17 -0.26 0.40 -0.04
H 1.9583 -0.1332 4.5627 0.15 0.47 0.01 0.09
H 2.0411 1.5389 3.8535 0.18 -0.36 -0.12 0.09
H 3.4698 0.4509 3.8518 -0.02 0.30 0.41 0.09
O -0.4917 1.8752 4.7007 0.39 -0.09 -0.08 0.00
C -0.5781 0.8262 5.5783 0.16 -0.75 0.13 -0.24
C -0.4465 1.1847 6.9319 0.20 -0.18 -0.57 -0.02
C -0.2828 0.1850 7.8769 0.14 0.09 0.10 -0.10
C -0.4150 -1.1559 7.5376 -0.09 -0.25 -0.23 -0.09
C -0.7157 -1.5112 6.2241 -0.05 0.64 0.32 -0.03
C -0.7278 -0.5549 5.2029 0.32 0.68 0.91 -0.07
C -0.7230 -1.0882 3.7909 -0.47 -0.20 -0.64 -0.60
O -0.8638 -2.3048 3.5660 0.09 1.22 0.19 0.00
O -0.5738 -0.1519 2.9158 -0.16 -0.65 0.13 -0.23
H 0.0293 1.5955 3.9214 -0.68 -0.31 0.19 0.08
H -0.3299 2.2453 7.1911 -0.04 -0.54 -0.20 0.12
H 0.0351 0.4689 8.8745 -0.25 -0.07 0.05 0.10
H -0.2287 -1.9342 8.2722 -0.24 0.14 0.00 0.10
H -0.9624 -2.5261 5.9441 0.40 -0.10 -0.04 0.11
```
Positions in Å, forces in eV/Å.

orbital gap (alpha / beta)	5.28 / 5.15	eV
2S+1	5
charge	0
HOMO level (alpha / beta)	-5.1 / -7.9	eV
ΔE to the lowest compared entry with this formula, charge and spin	0.0	kcal per mole
E_LUMO (alpha / beta)	0.169 / -2.780	eV
expectation value of S²	6.06